a | C2H5BrO2P | wB97M-V/def2-TZVPD

XYZ file:
```
11
Properties=species:S:1:pos:R:3
C -1.100 1.080 0.532
C -1.087 -0.301 -0.178
O 1.880 -1.124 -1.877
O 2.356 -2.075 0.433
P 1.717 -0.979 -0.412
Br 2.693 0.976 0.374
H -0.324 1.265 1.205
H -1.168 1.712 -0.331
H -1.985 1.064 1.201
H -1.312 -0.511 -1.232
H -1.670 -1.107 0.285
```

## Properties
E_LUMO (spin up / spin down): 3.45 / 3.23 eV
total charge: -1
frontier orbital gap (spin up / spin down): 7.2 / 7.7 eV

These are the Löwdin partial charges, in e, on atoms 1 to 6:
1. C -0.21
2. C -0.13
3. O -0.49
4. O -0.53
5. P 0.14
6. Br 0.09

b | C2H5BrO2P | wB97M-V/def2-TZVPD

XYZ file:
```
11
Properties=species:S:1:pos:R:3
O 1.824 -1.085 -0.918
P 1.707 -0.470 0.381
O 1.745 1.213 -0.026
C -0.160 -0.501 0.790
C -1.122 0.196 -0.419
Br -2.946 0.251 0.175
H 1.457 1.082 -0.876
H -0.431 0.077 1.661
H -0.358 -1.586 1.134
H -0.618 1.153 -0.470
H -1.098 -0.331 -1.433
```

## Properties
E_LUMO: 3.16 eV
SMILES: [O-]P(O)CCBr
total charge: -1
frontier orbital gap: 6.0 eV

These are the Löwdin partial charges, in e, on atoms 1 to 6:
1. O -0.55
2. P 0.44
3. O -0.36
4. C -0.42
5. C -0.69
6. Br 0.52

How do the energies compare? Relative to the most stable structure, in eV: a 0.223; b 0.000.